DFT (wB97M-V/def2-TZVPD) results for a single C18H16BCl3N2O2 molecule at a distorted geometry.

XYZ file:
```
42
Properties=species:S:1:pos:R:3:forces:R:3
Cl -3.91650 1.74778 -0.66182 0.20 0.44 0.32
Cl -2.27199 2.11884 -3.11619 0.12 0.13 0.82
Cl -1.55300 3.33744 -0.61433 -0.18 1.79 0.29
O 0.31725 -1.43588 -0.51179 -3.59 -0.49 -0.72
O -3.87765 -1.72252 -0.76656 -0.98 -1.24 1.06
N -1.44302 -2.91982 -1.02976 0.27 -2.64 1.05
N -0.19696 0.97241 -0.46443 -1.83 2.15 0.09
C 2.81383 -0.28636 -1.35946 0.31 2.00 -0.25
C 4.62146 1.26836 -1.19819 1.40 2.01 1.07
C -3.86541 -0.46757 -2.74259 -0.58 -3.19 -1.39
C 3.98280 1.95657 -0.17526 -0.34 -2.48 -0.56
C 2.15956 0.45968 -0.35497 -1.21 -3.57 0.19
C 0.56770 -0.15153 1.72229 0.27 -0.97 -0.22
C -1.87695 -0.59169 -1.10152 0.29 2.37 0.06
C -1.41570 0.78862 -0.93515 1.63 -3.69 -0.08
C 4.05029 0.18448 -1.80676 -0.91 0.30 0.50
C 1.07855 -0.88389 3.93355 3.59 -0.70 0.10
C -1.10671 -0.18940 3.39387 0.13 -0.75 0.18
C -2.27056 1.93235 -1.29557 -0.48 0.74 -1.01
C -0.13340 -0.59176 4.33386 -4.09 0.57 -0.18
C -3.26446 -0.95969 -1.44868 0.25 1.18 -1.28
C 1.48557 -0.69122 2.63276 0.62 1.12 -0.44
C 2.79094 1.46033 0.30672 0.56 2.26 0.24
C -1.01114 -1.64818 -0.87342 3.46 0.07 1.81
C -0.76380 0.01563 2.07489 1.96 -0.07 2.18
B 0.69258 -0.04210 0.16667 2.62 -1.26 -1.55
H -1.27084 0.45525 1.27893 -2.11 0.21 -0.17
H 2.42442 2.06032 1.15227 -0.63 -0.76 -0.19
H -3.19750 -0.69810 -3.60173 0.17 1.04 0.65
H -0.40229 -0.74748 5.35157 -0.40 -0.07 0.62
H 1.78318 -1.24344 4.68116 0.13 0.05 -0.21
H -4.20541 0.54198 -2.64522 -0.36 0.05 -0.69
H 0.15168 1.93396 -0.20485 -0.92 -1.31 -0.88
H 2.29032 -1.04619 -1.91054 -0.10 -0.35 0.11
H 4.51955 -0.10193 -2.69498 0.62 -1.28 -1.10
H -4.65391 -1.25271 -3.00750 0.24 1.54 0.80
H 2.57767 -0.74800 2.49856 -0.68 -0.30 -0.76
H 5.63150 1.67553 -1.39730 -0.64 -0.62 -0.63
H -2.42940 -3.14560 -1.18596 0.52 1.13 -0.09
H -2.12227 -0.28872 3.66276 -1.13 0.65 0.53
H -1.11923 -3.75812 -0.46170 0.60 2.17 -1.00
H 4.42927 2.70235 0.37636 1.20 1.76 0.73
```
Forces are in eV/Å.

## Properties
LUMO energy in eV: -0.814
Kohn-Sham gap in eV: 7.73
Relative energy (zero: lowest compared OMol25 entry of this formula, charge and spin) in eV: 0.338

Results of the Mulliken charge analysis, in e, for atoms 1 through 2:
1 Cl -0.0668
2 Cl -0.0950


DFT (wB97M-V/def2-TZVPD) results for a molecular structure, C13H40O9 at a distorted geometry.

XYZ file:
```
62
Properties=species:S:1:pos:R:3:forces:R:3
O -18.96486 0.59704 18.05267 10.17 -7.10 -0.61
O -22.71910 2.46367 17.52098 -10.69 -0.45 0.07
O -20.86034 2.85924 17.39798 12.38 3.45 -0.79
O -19.86005 5.02308 20.44074 -1.91 1.46 1.18
O -22.02377 -0.41983 13.84858 -0.04 2.11 0.80
O -19.09024 1.21041 13.91915 -0.06 -11.21 0.89
O -21.75081 1.28350 19.41566 0.28 -0.22 1.92
O -18.84995 4.18904 17.27593 1.24 1.61 -1.76
O -18.67303 3.07404 13.55638 1.20 9.49 0.68
C -19.97439 1.93998 16.87700 -1.97 1.81 -2.56
C -19.17138 3.77029 14.78148 0.96 -0.76 -2.57
C -20.35692 1.00462 19.59831 -3.73 0.78 1.40
C -16.88806 1.00183 17.07030 -0.22 1.47 0.74
C -21.51709 1.77822 14.82276 -2.83 0.24 -2.36
C -19.24113 0.52910 15.13857 2.14 -2.76 -0.14
C -17.94544 1.23866 18.14405 3.09 -2.57 -0.24
C -23.90975 0.99635 14.15845 1.06 0.17 0.22
C -22.41826 0.68895 14.24066 -0.15 -0.82 -0.01
C -17.61988 2.09971 19.32003 -0.43 -0.68 0.07
C -19.62812 5.37547 17.08634 1.04 0.49 0.82
C -22.78885 3.75076 18.05881 -0.62 0.06 0.48
C -19.02127 4.40665 19.58212 1.74 -0.59 1.66
H -16.82275 1.61846 19.88666 0.31 0.03 -0.21
H -17.39029 0.80622 16.12289 0.94 -0.11 0.40
H -20.59894 5.01534 17.42680 -0.16 1.61 -0.36
H -18.83530 -0.48209 15.16873 0.59 0.18 -0.25
H -21.97253 1.14824 18.49146 -0.37 -0.07 0.47
H -17.36361 3.12831 19.06625 0.50 -0.67 -0.21
H -20.35901 3.62632 17.68408 -0.14 -0.82 0.36
H -20.52396 1.37381 15.01827 -4.08 1.91 -4.35
H -16.39533 1.97409 17.06363 0.79 -0.15 -0.61
H -21.76727 2.36809 17.44055 -3.09 -1.37 0.69
H -16.18658 0.20989 17.33267 -0.08 0.07 0.11
H -18.85831 1.23978 15.87101 0.59 -2.05 -1.52
H -24.21729 1.87759 14.72142 0.19 -0.15 0.22
H -20.63374 5.28066 19.93413 -0.34 0.23 0.32
H -20.31858 0.41899 15.26144 1.62 -3.56 0.62
H -19.94246 0.92910 17.28347 -2.63 1.37 -1.29
H -18.49892 5.08472 18.90722 -0.09 -0.05 0.93
H -18.84588 0.52649 13.29136 -0.11 -0.10 -0.62
H -22.40463 3.80631 19.07733 0.19 -0.36 0.49
H -19.91241 1.49257 20.46571 -0.92 -0.23 0.59
H -19.25104 4.85302 14.68427 0.24 -0.09 -1.09
H -23.78205 4.19217 18.14120 -0.17 -0.37 -0.53
H -19.80201 1.25281 18.69355 -3.18 1.75 4.08
H -18.25056 3.96559 20.21424 -0.34 0.48 0.17
H -21.87079 2.21164 15.75825 -1.21 -0.23 -0.92
H -20.33157 1.70649 15.87401 1.20 3.63 5.05
H -19.62483 5.84907 16.10461 -0.21 -0.63 0.03
H -19.49158 3.57195 19.06234 0.06 0.34 0.61
H -18.50949 2.07961 19.94954 0.88 0.27 -0.06
H -19.16414 6.09760 17.75817 -0.82 0.53 0.11
H -18.55157 3.66515 15.67192 0.09 -0.89 -1.86
H -24.38460 0.09084 14.53613 -0.48 0.18 -0.53
H -18.94352 2.29383 16.86308 -1.07 0.36 0.20
H -19.11706 2.22688 13.47414 -0.65 2.83 -0.67
H -21.43756 2.60836 14.12089 -0.36 -0.18 -0.31
H -24.04828 1.24268 13.10572 -0.56 -0.48 -0.12
H -22.13512 4.41163 17.48962 -0.82 0.50 -0.33
H -20.28189 -0.08213 19.63634 0.52 -0.18 0.51
H -20.18127 3.45947 15.04911 0.39 0.21 0.01
H -17.92694 4.35805 17.07323 0.17 0.26 0.02
```
Forces are in eV/Å.

## Properties
LUMO energy in eV: 0.001
Kohn-Sham gap in eV: 8.08
Relative energy (zero: lowest compared OMol25 entry of this formula, charge and spin) in eV: 27.322

Results of the Mulliken charge analysis, in e, for atoms 1 through 2:
1 O -0.4848
2 O -0.8919


DFT (wB97M-V/def2-TZVPD) results for a single C5H6N2O molecule at a distorted geometry.

XYZ file:
```
14
Properties=species:S:1:pos:R:3:forces:R:3
O -0.12020 -2.02533 0.30336 -1.01 2.77 0.03
N -0.95989 0.09289 -0.14227 6.29 2.51 -0.67
N -2.23569 -0.13964 -0.22908 -5.92 -2.51 4.29
C 1.45418 -0.42964 -0.08146 -8.99 -0.57 1.62
C 2.58528 -0.34069 -0.20226 10.04 1.82 -4.33
C -0.34028 1.41332 -0.42597 -2.12 1.38 1.32
C 0.01101 -0.78070 0.11167 1.99 -5.28 -0.04
C 0.32443 2.05636 0.67540 -1.91 -2.14 -6.00
H -0.69667 1.85246 -1.62452 1.34 -1.01 4.25
H 3.49878 -0.04972 -0.91686 -2.16 -1.02 2.76
H 0.73702 1.50344 1.54239 -0.62 0.90 -0.58
H -2.44371 -1.22423 -0.26909 1.07 2.56 -0.29
H -2.64575 0.04608 0.89441 0.91 -0.44 -3.91
H 0.67326 2.88996 0.08193 1.08 1.02 1.54
```
Forces are in eV/Å.

## Properties
LUMO energy in eV: 0.579
Kohn-Sham gap in eV: 9.73
SMILES: C#CC(=O)N(N)C=C
Relative energy (zero: lowest compared OMol25 entry of this formula, charge and spin) in eV: 7.146

Results of the Mulliken charge analysis, in e, for atoms 1 through 2:
1 O -0.6493
2 N 0.6377


| no. | E_HOMO (eV) | DFT total energy (eV) |
| --- | --- | --- |
| 1 | -8.54 | -64243.5230 |
| 2 | -8.08 | -32529.4572 |
| 3 | -9.15 | -10302.4573 |